(1)
C4H11N2 | ωB97M-V/def2-TZVPD

As for the multiplicity: 3. As for the expectation value of S²: 2.01. Its total energy is -7294.735 eV. Its total charge is +1. Its LUMO energy (alpha / beta) is -3.84 / -7.44 eV. As for the relative energy (zero: lowest compared OMol25 entry of this formula, charge and spin): 138.65 kJ/mol. For the molecular weight, the calculation gives 87.15 g mol⁻¹. Its gap between HOMO and LUMO (alpha / beta) is 0.199 / 0.271 Ha.

XYZ file:
```
17
Properties=species:S:1:pos:R:3:mulliken_spin:R:1
C 1.608 0.416 0.086 0.2318
C -1.826 0.262 0.849 -0.0140
C 0.926 0.014 1.187 0.4737
C -1.014 0.388 -0.259 0.6656
N 2.018 -0.411 -0.913 0.3272
N -0.812 -0.465 -1.248 0.2151
H 1.755 1.518 -0.192 0.0188
H -2.887 0.370 0.536 0.0801
H -1.514 1.029 1.619 0.0109
H -1.956 -0.740 1.346 0.0181
H 0.967 0.606 2.123 0.0047
H 0.574 -1.044 1.284 0.0081
H -0.682 1.380 -0.494 -0.0159
H 2.144 -0.186 -1.887 -0.0089
H 1.929 -1.413 -0.697 -0.0082
H -0.165 -0.241 -2.010 -0.0051
H -1.064 -1.482 -1.328 -0.0021
```


(2)
C4H7N3 | ωB97M-V/def2-TZVPD

As for the SMILES: Cc1nccn1N. Its total energy is -8731.015 eV. Its LUMO energy is 0.80 eV. As for the relative energy (zero: lowest compared OMol25 entry of this formula, charge and spin): 64.10 kJ/mol. For the molecular weight, the calculation gives 97.12 g mol⁻¹. Its gap between HOMO and LUMO is 0.341 Ha.

XYZ file:
```
14
Properties=species:S:1:pos:R:3:lowdin_charge:R:1
C 1.265 1.380 0.119 -0.0161
C 0.656 0.027 0.004 -0.3869
N 1.306 -1.100 -0.088 0.0869
C 0.364 -2.075 -0.161 -0.1643
C -0.886 -1.533 -0.119 -0.0714
N -0.694 -0.178 -0.013 -0.1478
N -1.731 0.749 0.014 0.0907
H 0.588 2.147 -0.231 0.0573
H 1.540 1.575 1.185 0.0944
H 2.180 1.402 -0.454 0.0738
H 0.655 -3.104 -0.250 0.0895
H -1.867 -1.957 -0.142 0.1014
H -1.725 1.249 0.895 0.0934
H -1.652 1.418 -0.759 0.0992
```


(3)
C3H5FO | ωB97M-V/def2-TZVPD

Its total energy is -7953.476 eV. Its LUMO energy (alpha / beta) is 0.92 / 0.92 eV. As for the relative energy (zero: lowest compared OMol25 entry of this formula, charge and spin): 292.66 kJ/mol. For the molecular weight, the calculation gives 76.07 g mol⁻¹. Its gap between HOMO and LUMO (alpha / beta) is 0.327 / 0.327 Ha.

XYZ file:
```
10
Properties=species:S:1:pos:R:3:lowdin_charge:R:1
C -2.015 0.815 -0.268 -0.1150
C 0.732 -0.557 0.380 -0.0756
C 0.292 0.653 -0.288 -0.2556
O -2.591 -0.103 0.153 0.0182
F 0.563 1.764 0.388 -0.0014
H -2.495 1.838 -0.681 0.1105
H 0.000 -1.276 0.527 0.0482
H 1.119 -0.150 1.278 0.0735
H 1.551 -1.181 -0.130 0.1154
H 0.420 0.680 -1.324 0.0820
```


(4)
BrH3NO2P | ωB97M-V/def2-TZVPD

Its total energy is -84963.684 eV. Its LUMO energy is 0.03 eV. As for the relative energy (zero: lowest compared OMol25 entry of this formula, charge and spin): 61.93 kJ/mol. For the molecular weight, the calculation gives 159.91 g mol⁻¹. Its gap between HOMO and LUMO is 0.304 Ha.

XYZ file:
```
8
Properties=species:S:1:pos:R:3:lowdin_charge:R:1
N -0.551 0.424 -1.246 -0.1611
O -1.228 0.445 1.083 -0.2952
O 1.501 -0.413 1.001 -1.0976
P -0.651 -0.600 0.018 0.8964
Br 2.658 -1.583 0.387 0.4767
H -0.477 1.417 -1.084 0.0657
H -0.234 0.102 -2.147 0.0548
H -1.019 0.207 1.988 0.0603
```


(5)
C5H12 | ωB97M-V/def2-TZVPD

As for the SMILES: CCC(C)C. Its total energy is -5379.430 eV. Its LUMO energy is 1.21 eV. As for the relative energy (zero: lowest compared OMol25 entry of this formula, charge and spin): 49.23 kJ/mol. For the molecular weight, the calculation gives 72.15 g mol⁻¹. Its gap between HOMO and LUMO is 0.440 Ha.

XYZ file:
```
17
Properties=species:S:1:pos:R:3:lowdin_charge:R:1
C -1.547 -0.070 1.291 -0.1209
C -0.560 -0.869 0.442 -0.2395
C 0.667 -0.114 -0.068 -0.4202
C 0.510 1.409 -0.092 -0.1030
C 1.086 -0.575 -1.506 -0.0770
H -2.165 -0.759 1.873 0.0681
H -1.028 0.552 2.022 0.0664
H -2.225 0.585 0.738 0.0718
H -0.208 -1.677 1.084 0.1038
H -1.074 -1.399 -0.367 0.1017
H 1.564 -0.324 0.524 0.1221
H 1.361 1.871 -0.591 0.0752
H 0.377 1.853 0.892 0.0654
H -0.379 1.661 -0.684 0.0845
H 0.906 0.199 -2.250 0.0674
H 0.566 -1.502 -1.769 0.0638
H 2.149 -0.841 -1.538 0.0702
```


(6)
C34H35CdN10O9 | ωB97M-V/def2-TZVPD

Its total energy is -73706.235 eV. Its total charge is -1. Its LUMO energy is 1.83 eV. For the molecular weight, the calculation gives 840.13 g mol⁻¹. Its gap between HOMO and LUMO is 0.243 Ha.

XYZ file:
```
89
Properties=species:S:1:pos:R:3:lowdin_charge:R:1
Cd 0.318 -0.970 -0.606 1.3161
N 3.218 -1.760 0.723 -0.6223
O 3.975 -1.231 1.507 -0.0100
O 2.278 -1.196 0.176 -0.1803
O 3.425 -2.930 0.395 -0.0256
N 1.542 1.959 -0.917 -0.6134
O 1.663 2.876 -1.726 -0.0138
O 0.842 0.949 -1.121 -0.2108
O 2.104 2.015 0.170 -0.0096
N -0.012 -4.060 0.690 -0.7068
O -0.081 -2.971 0.211 -0.1536
O -0.969 -4.702 0.998 -0.0124
O 1.093 -4.480 0.868 0.0252
N -4.870 3.199 -1.305 0.0035
C -4.449 2.161 -0.564 -0.1361
C -5.122 2.220 0.694 -0.0820
C -5.998 3.323 0.620 -0.1123
C -5.736 3.925 -0.597 -0.1780
H -4.586 3.360 -2.261 0.1566
H -3.588 1.572 -0.842 0.0903
H -4.820 1.550 1.485 0.0765
H -6.599 3.815 1.370 0.0870
H -6.192 4.838 -0.950 0.1039
N 1.184 -1.664 -2.415 -0.0219
C 2.289 -1.079 -3.007 -0.0776
C 2.909 -1.437 -4.232 -0.0509
C 2.490 -2.548 -4.942 -0.0773
C 1.332 -3.147 -4.458 -0.0725
C 0.754 -2.722 -3.228 -0.0949
H 2.620 -0.219 -2.444 0.0813
H 3.800 -0.930 -4.572 0.0761
H 3.057 -2.945 -5.772 0.1035
H 0.990 -4.040 -4.960 0.0933
H -0.112 -3.292 -2.927 0.1000
N -0.249 -0.270 1.378 -0.0056
C -0.005 -0.938 2.557 -0.1069
C -0.398 -0.495 3.813 -0.0655
C -1.023 0.760 3.970 -0.0624
C -1.256 1.480 2.793 -0.0667
C -0.838 0.971 1.564 -0.1085
H 0.449 -1.909 2.422 0.1101
H -0.127 -1.069 4.687 0.1047
H -1.403 1.071 4.932 0.1023
H -1.648 2.478 2.922 0.1008
H -1.120 1.490 0.660 0.0960
N -4.897 -1.305 2.744 0.0509
C -6.111 -1.652 2.242 -0.1381
C -6.299 -2.813 1.485 -0.0892
C -5.212 -3.578 1.162 -0.1175
C -3.969 -3.244 1.606 -0.0689
C -3.861 -2.082 2.406 -0.1365
H -6.832 -0.874 2.446 0.0939
H -7.214 -3.128 1.006 0.0958
H -5.214 -4.513 0.621 0.1135
H -3.126 -3.858 1.325 0.0868
H -2.971 -1.623 2.810 0.0920
N 4.506 1.348 -3.571 0.0636
C 5.217 1.650 -4.674 -0.1362
C 6.296 2.599 -4.685 -0.0815
C 6.631 3.201 -3.486 -0.0787
C 5.924 2.836 -2.285 -0.0435
C 4.877 1.963 -2.422 -0.1331
H 4.850 1.194 -5.582 0.0875
H 6.789 2.889 -5.601 0.0862
H 7.341 4.014 -3.474 0.0911
H 6.129 3.199 -1.289 0.1028
H 4.203 1.778 -1.599 0.0944
N -1.567 -0.934 -1.307 -0.0541
C -2.735 -1.256 -0.668 -0.0994
C -3.969 -1.166 -1.281 -0.0508
C -4.142 -0.563 -2.546 -0.0643
C -2.960 -0.231 -3.168 -0.0736
C -1.680 -0.477 -2.605 -0.0941
H -2.625 -1.663 0.326 0.0746
H -4.809 -1.613 -0.769 0.0941
H -5.112 -0.583 -3.019 0.1101
H -2.987 0.190 -4.163 0.0981
H -0.819 -0.042 -3.090 0.1002
N 4.811 0.241 4.076 0.0916
C 3.550 0.723 3.756 -0.0865
C 2.976 1.877 4.379 -0.0746
C 3.671 2.532 5.362 -0.1122
C 4.981 2.146 5.647 -0.1012
C 5.451 1.019 4.995 -0.1767
H 2.860 0.245 3.077 0.0773
H 1.938 2.085 4.165 0.0861
H 3.098 3.266 5.910 0.0932
H 5.543 2.535 6.483 0.0887
H 6.339 0.659 5.493 0.0883
```


(7)
C25H27F3O7S | ωB97M-V/def2-TZVPD

As for the SMILES: CCC(=O)OCC[C@H]1OS(=O)(=O)O[C@@H]1O.Fc1ccccc1.Fc1ccccc1.Fc1ccccc1. Its total energy is -59682.005 eV. Its LUMO energy is 0.24 eV. As for the relative energy (zero: lowest compared OMol25 entry of this formula, charge and spin): 0.00 kJ/mol. For the molecular weight, the calculation gives 528.55 g mol⁻¹. Its gap between HOMO and LUMO is 0.340 Ha.

XYZ file:
```
63
Properties=species:S:1:pos:R:3:lowdin_charge:R:1
C -0.695 -2.368 1.954 -0.0583
C -0.938 -2.743 0.475 -0.1394
C -0.783 -1.565 -0.447 -0.4534
O 0.213 -1.428 -1.142 0.1027
O -1.731 -0.584 -0.486 0.0004
C -3.003 -0.903 0.091 -0.1536
C -4.012 0.175 -0.276 -0.0696
C -5.419 -0.375 -0.294 -0.2553
O -5.624 -1.466 -1.210 -0.1373
S -5.965 -2.842 -0.462 0.6157
O -5.092 -3.896 -0.792 -0.2003
O -7.360 -3.027 -0.577 -0.1937
O -5.564 -2.293 0.999 -0.1070
C -5.867 -0.921 1.061 -0.3909
O -7.211 -0.720 1.342 0.0609
H -1.644 -2.377 2.472 0.0685
H -0.302 -1.362 2.023 0.0846
H -0.056 -3.088 2.429 0.0551
H -0.246 -3.495 0.140 0.1081
H -1.914 -3.205 0.411 0.1058
H -2.893 -0.953 1.166 0.1276
H -3.341 -1.845 -0.309 0.1088
H -4.016 0.927 0.506 0.1314
H -3.757 0.679 -1.198 0.1368
H -6.100 0.387 -0.650 0.1628
H -5.284 -0.553 1.901 0.1678
H -7.377 0.223 1.370 0.1138
F -1.307 2.969 0.447 0.0388
C -0.094 3.006 -0.156 -0.2804
C 0.768 4.042 0.141 -0.0235
C 2.010 4.074 -0.477 -0.0835
C 2.365 3.081 -1.381 -0.0907
C 1.479 2.051 -1.665 -0.0662
C 0.239 2.008 -1.047 -0.0116
H 0.468 4.809 0.843 0.1141
H 2.701 4.875 -0.252 0.0978
H 3.334 3.114 -1.861 0.0908
H 1.751 1.277 -2.369 0.1091
H -0.462 1.211 -1.248 0.0928
F -0.255 -5.400 2.157 0.0457
C 0.615 -6.326 1.696 -0.2824
C 1.790 -6.543 2.386 -0.0173
C 2.677 -7.495 1.908 -0.0823
C 2.384 -8.205 0.752 -0.0951
C 1.198 -7.966 0.073 -0.0806
C 0.300 -7.022 0.547 -0.0166
H 2.001 -5.974 3.281 0.1174
H 3.600 -7.682 2.440 0.1049
H 3.081 -8.945 0.382 0.1012
H 0.970 -8.516 -0.829 0.1057
H -0.634 -6.825 0.037 0.1190
F 5.142 5.017 -2.352 0.0515
C 5.281 6.262 -1.855 -0.2936
C 4.815 7.332 -2.591 -0.0168
C 4.955 8.611 -2.072 -0.0832
C 5.560 8.801 -0.837 -0.0977
C 6.023 7.710 -0.116 -0.0842
C 5.881 6.427 -0.623 -0.0208
H 4.352 7.161 -3.553 0.1183
H 4.591 9.460 -2.634 0.1045
H 5.670 9.800 -0.438 0.1003
H 6.498 7.857 0.844 0.1043
H 6.229 5.562 -0.075 0.1181
```


(8)
C29H28IN2O2PdSSe | ωB97M-V/def2-TZVPD

Its total energy is -125367.079 eV. Its total charge is -1. Its LUMO energy is 1.41 eV. As for the relative energy (zero: lowest compared OMol25 entry of this formula, charge and spin): 68.07 kJ/mol. For the molecular weight, the calculation gives 780.91 g mol⁻¹. Its gap between HOMO and LUMO is 0.214 Ha.

XYZ file:
```
65
Properties=species:S:1:pos:R:3:lowdin_charge:R:1
Pd -0.261 1.072 -0.322 0.3269
C 2.100 2.516 2.947 -0.0182
C 1.140 1.390 3.163 -0.2616
N 1.370 0.529 4.124 0.1125
C 0.475 -0.438 4.351 -0.1305
C -0.687 -0.606 3.638 -0.1749
C -1.667 -1.682 4.021 -0.2258
O -1.866 -2.677 3.034 -0.0635
C -0.952 0.263 2.548 -0.1011
C -2.076 0.109 1.706 -0.0561
N -2.284 0.905 0.670 -0.0264
C -3.448 0.919 -0.034 -0.3644
C -4.648 0.370 0.473 -0.0230
C -5.820 0.375 -0.245 -0.0986
C -5.874 0.947 -1.506 -0.1011
C -4.745 1.581 -1.998 -0.1759
C -3.575 1.586 -1.267 -0.5813
I -1.980 2.778 -2.068 0.9429
C -0.009 1.335 2.316 -0.3304
O -0.185 2.237 1.424 -0.1775
H 3.026 2.345 3.489 0.0739
H 1.647 3.447 3.291 0.0857
H 2.302 2.637 1.883 0.0650
H 0.723 -1.103 5.168 0.0998
H -2.651 -1.234 4.191 0.1223
H -1.343 -2.154 4.959 0.1136
H -1.003 -2.985 2.728 0.0884
H -2.731 -0.745 1.878 0.1214
H -4.639 -0.048 1.469 0.1026
H -6.704 -0.069 0.188 0.0985
H -6.783 0.925 -2.087 0.0954
H -4.785 2.099 -2.944 0.0803
C 3.504 -5.145 -2.300 -0.0661
C 2.362 -4.212 -2.013 -0.2873
C 2.344 -3.404 -0.888 -0.0238
C 1.322 -2.492 -0.660 -0.2933
C 1.293 -1.706 0.616 -0.0953
C 0.307 -2.360 -1.617 -0.5163
Se -0.978 -0.944 -1.544 0.7188
C 0.239 -3.259 -2.691 -0.3183
C -0.954 -3.279 -3.597 -0.1061
C 1.273 -4.159 -2.874 -0.0338
H 4.367 -4.904 -1.685 0.0680
H 3.793 -5.068 -3.347 0.0722
H 3.216 -6.180 -2.106 0.0738
H 3.151 -3.474 -0.171 0.1089
H 2.131 -1.967 1.260 0.0795
H 0.360 -1.903 1.158 0.0608
H 1.350 -0.620 0.423 -0.0116
H -1.249 -2.266 -3.868 0.0286
H -1.800 -3.727 -3.070 0.0817
H -0.756 -3.854 -4.498 0.0677
H 1.241 -4.830 -3.724 0.1098
S 1.962 1.417 -1.155 0.6042
C 2.294 3.127 -1.187 -0.6899
C 3.519 3.564 -1.697 -0.1450
C 3.847 4.905 -1.666 -0.1178
C 2.951 5.837 -1.161 -0.1272
C 1.730 5.407 -0.670 -0.1033
C 1.404 4.065 -0.667 -0.1588
H 4.201 2.834 -2.105 0.0892
H 4.810 5.237 -2.029 0.0914
H 3.205 6.888 -1.146 0.0857
H 1.024 6.123 -0.276 0.0966
H 0.470 3.725 -0.234 0.0376
```


(9)
HO3PS2 | ωB97M-V/def2-TZVPD

Its total energy is -37117.772 eV. Its LUMO energy is -0.37 eV. As for the relative energy (zero: lowest compared OMol25 entry of this formula, charge and spin): 131.89 kJ/mol. For the molecular weight, the calculation gives 144.11 g mol⁻¹. Its gap between HOMO and LUMO is 0.343 Ha.

XYZ file:
```
7
Properties=species:S:1:pos:R:3:lowdin_charge:R:1
O 0.780 -1.495 0.668 -0.3241
O -0.753 -0.463 -0.992 -0.7224
O 0.979 1.497 -0.928 -0.4946
P -0.457 1.460 -0.886 0.6585
S -0.998 0.721 1.332 0.2667
S -0.767 -1.043 0.457 0.5709
H 1.217 -0.677 0.349 0.0450
```


(10)
C9H14O | ωB97M-V/def2-TZVPD

As for the SMILES: Cc1ccc(O)cc1.CC. Its total energy is -11606.950 eV. Its LUMO energy is 0.88 eV. As for the relative energy (zero: lowest compared OMol25 entry of this formula, charge and spin): 66.28 kJ/mol. For the molecular weight, the calculation gives 138.21 g mol⁻¹. Its gap between HOMO and LUMO is 0.344 Ha.

XYZ file:
```
24
Properties=species:S:1:pos:R:3:lowdin_charge:R:1
C 1.112 -1.404 2.415 -0.0559
C 0.163 -0.375 1.838 -0.2974
C 0.639 0.946 1.740 -0.0445
C -0.087 1.909 1.082 -0.0119
C -1.354 1.570 0.602 -0.3358
O -2.049 2.596 0.003 0.0330
C -1.930 0.377 0.964 -0.0288
C -1.128 -0.663 1.455 -0.0508
H 1.692 -1.009 3.246 0.0734
H 1.833 -1.671 1.638 0.0802
H 0.572 -2.291 2.745 0.0731
H 1.621 1.059 2.179 0.1100
H 0.291 2.894 0.846 0.1185
H -2.986 2.499 0.212 0.1036
H -3.002 0.206 0.933 0.1139
H -1.491 -1.680 1.520 0.1114
C 1.305 -0.763 -3.482 -0.1653
C 0.205 -0.565 -2.470 -0.1825
H 2.165 -0.190 -3.119 0.0629
H 1.658 -1.779 -3.589 0.0600
H 1.116 -0.235 -4.404 0.0588
H 0.326 -0.962 -1.452 0.0566
H -0.779 -0.934 -2.753 0.0622
H 0.107 0.467 -2.148 0.0552
```


(11)
C9H14 | ωB97M-V/def2-TZVPD

As for the SMILES: Cc1ccccc1.CC. Its total energy is -9559.887 eV. Its LUMO energy is 1.01 eV. As for the relative energy (zero: lowest compared OMol25 entry of this formula, charge and spin): 28.45 kJ/mol. For the molecular weight, the calculation gives 122.21 g mol⁻¹. Its gap between HOMO and LUMO is 0.370 Ha.

XYZ file:
```
23
Properties=species:S:1:pos:R:3:lowdin_charge:R:1
C 0.721 0.574 -0.250 -0.0611
C -0.250 -0.578 -0.229 -0.2816
C -0.756 -1.148 -1.393 -0.0572
C -1.521 -2.304 -1.355 -0.0899
C -1.919 -2.803 -0.128 -0.1080
C -1.502 -2.215 1.060 -0.0818
C -0.613 -1.149 0.981 -0.0595
H 1.337 0.538 -1.149 0.0823
H 1.450 0.464 0.553 0.0731
H 0.200 1.520 -0.120 0.0769
H -0.474 -0.670 -2.327 0.1097
H -1.778 -2.781 -2.292 0.1008
H -2.543 -3.688 -0.090 0.0979
H -1.788 -2.741 1.953 0.0970
H -0.250 -0.750 1.918 0.1080
C 2.093 3.929 -0.119 -0.1651
C 2.249 3.293 1.257 -0.1779
H 1.470 4.811 -0.068 0.0627
H 3.063 4.251 -0.479 0.0583
H 1.711 3.226 -0.853 0.0443
H 2.849 2.386 1.300 0.0594
H 1.273 2.940 1.587 0.0499
H 2.550 4.055 1.970 0.0617
```


(12)
C2H2N2O2S | ωB97M-V/def2-TZVPD

Its total energy is -20011.392 eV. Its LUMO energy is -0.35 eV. As for the relative energy (zero: lowest compared OMol25 entry of this formula, charge and spin): 478.32 kJ/mol. For the molecular weight, the calculation gives 118.12 g mol⁻¹. Its gap between HOMO and LUMO is 0.351 Ha.

XYZ file:
```
9
Properties=species:S:1:pos:R:3:lowdin_charge:R:1
C -0.099 0.307 0.391 -0.4136
C -0.143 0.160 -1.098 -0.1791
N 0.452 -1.390 0.821 0.1447
N 0.632 -1.838 -0.257 -0.1050
O -0.222 1.198 2.851 -0.5281
O 0.283 -1.201 -1.329 -0.0652
S -0.318 1.481 1.444 0.9103
H -1.108 0.264 -1.382 0.0821
H 0.522 1.019 -1.441 0.1538
```